*A*
Here is a 6-piece molecular cluster, C54H114N6O6 overall from OMol25. Energies are from ωB97M-V/def2-TZVPD.

The geometry in XYZ format:
```
180
Properties=species:S:1:pos:R:3
C -31.2318 32.4104 -8.5862
C -32.2808 31.2662 -8.6459
C -32.3866 30.7225 -7.2069
C -33.6780 31.7871 -9.2025
C -33.5986 32.0967 -10.6887
C -33.2500 30.8481 -11.4377
C -31.8697 30.2146 -11.0530
C -31.6635 28.8078 -11.7172
C -30.6063 30.9911 -11.5837
N -31.8742 30.1510 -9.5614
O -30.6618 29.5631 -9.0993
H -30.7794 32.6434 -9.5501
H -31.7650 33.3391 -8.3828
H -30.4527 32.3585 -7.8258
H -32.8670 31.4627 -6.5670
H -33.0479 29.8563 -7.2278
H -31.4326 30.5212 -6.7194
H -34.4334 31.0255 -9.0089
H -34.0341 32.7052 -8.7353
H -34.5369 32.5229 -11.0438
H -32.8749 32.8998 -10.8281
H -33.1976 31.0597 -12.5057
H -33.9874 30.0640 -11.2656
H -30.8009 28.1696 -11.5252
H -31.7992 28.8354 -12.7984
H -32.5126 28.2139 -11.3791
H -30.9722 31.9826 -11.8505
H -30.2138 30.6049 -12.5243
H -29.8193 31.1019 -10.8377
H -31.0362 28.8028 -8.6484
C -30.9431 34.5732 -22.2761
C -30.8312 33.1790 -22.8897
C -30.2647 33.1287 -24.2987
C -29.7868 32.3482 -22.0494
C -30.2366 31.9696 -20.6898
C -31.5754 31.1493 -20.7233
C -32.6754 31.8992 -21.5591
C -33.6766 30.7473 -21.9181
C -33.3320 33.0297 -20.6413
N -32.0885 32.3430 -22.8281
O -33.0149 32.7576 -23.7825
H -31.4002 34.7126 -21.2965
H -29.9532 34.8813 -21.9395
H -31.3189 35.2173 -23.0711
H -31.0559 33.4904 -24.9554
H -29.3671 33.7306 -24.4401
H -30.1607 32.0949 -24.6282
H -29.5788 31.4301 -22.5988
H -28.7943 32.7981 -22.0750
H -29.4962 31.4366 -20.0933
H -30.4486 32.7606 -19.9704
H -31.9245 31.0162 -19.6993
H -31.4620 30.1105 -21.0335
H -34.4588 31.0847 -22.5981
H -34.2212 30.2502 -21.1154
H -33.2061 29.9440 -22.4851
H -32.6650 33.2358 -19.8042
H -34.2513 32.6526 -20.1931
H -33.5598 33.9106 -21.2415
H -32.7611 32.1645 -24.4935
C -32.2210 41.0479 -2.6128
C -32.2271 39.8141 -3.6280
C -30.7799 39.5104 -4.1437
C -32.8044 38.4609 -3.0840
C -34.2852 38.4614 -2.7171
C -35.0184 38.8330 -3.9722
C -34.5915 40.1608 -4.7465
C -35.2007 40.0544 -6.1578
C -35.1055 41.3199 -3.9334
N -33.0396 40.1548 -4.8292
O -32.6890 41.3466 -5.4232
H -32.9799 41.0905 -1.8315
H -31.3886 40.9746 -1.9129
H -32.1360 42.0028 -3.1315
H -30.2798 40.2074 -4.8162
H -30.0843 39.4882 -3.3048
H -30.8094 38.6710 -4.8383
H -32.4849 37.5961 -3.6655
H -32.1702 38.2226 -2.2301
H -34.6634 37.4964 -2.3796
H -34.5100 39.1328 -1.8884
H -36.0264 38.8651 -3.5586
H -35.0496 37.9631 -4.6283
H -36.1940 39.6071 -6.1199
H -34.5601 39.3606 -6.7023
H -35.2382 41.0217 -6.6588
H -34.6627 42.2469 -4.2977
H -34.8414 41.2837 -2.8765
H -36.1802 41.4671 -4.0406
H -32.3994 41.0742 -6.2970
C -44.8783 34.7004 -13.6248
C -43.6727 34.8169 -14.5386
C -42.6147 33.9513 -13.9471
C -44.0749 34.3769 -15.9331
C -43.0541 34.7461 -17.0028
C -42.8759 36.2355 -16.9637
C -42.4668 36.8828 -15.5805
C -40.9713 36.6084 -15.4399
C -42.7158 38.3936 -15.7108
N -43.2518 36.2208 -14.5367
O -43.0131 36.7655 -13.1836
H -45.2327 33.6719 -13.5566
H -44.6980 34.9946 -12.5909
H -45.6656 35.3384 -14.0263
H -42.7136 32.8694 -14.0356
H -41.6877 34.2418 -14.4416
H -42.3957 34.2900 -12.9345
H -44.3060 33.3205 -16.0695
H -45.0525 34.7606 -16.2252
H -42.1176 34.2288 -16.7946
H -43.4505 34.4354 -17.9695
H -43.7636 36.7856 -17.2758
H -42.2037 36.4236 -17.8009
H -40.7675 36.6183 -14.3692
H -40.4498 37.4998 -15.7886
H -40.4926 35.6817 -15.7565
H -43.7533 38.6357 -15.9410
H -42.1045 38.8076 -16.5126
H -42.4811 38.8501 -14.7492
H -43.7021 37.4288 -13.0996
C -29.5949 39.5367 -14.8611
C -29.5635 41.0705 -15.2315
C -28.2681 41.7423 -14.6802
C -29.5438 41.0324 -16.7511
C -29.8214 42.4533 -17.2977
C -31.2887 42.8330 -16.8029
C -31.4543 42.8332 -15.2750
C -30.9845 44.1528 -14.6199
C -32.9369 42.6013 -14.9668
N -30.7835 41.6494 -14.7103
O -30.8887 41.6440 -13.2788
H -29.7726 39.4819 -13.7871
H -30.4350 39.0073 -15.3106
H -28.7371 38.9563 -15.2008
H -27.2808 41.3652 -14.9468
H -28.2761 42.8020 -14.9353
H -28.2961 41.6665 -13.5932
H -28.6946 40.6014 -17.2813
H -30.3438 40.3926 -17.1237
H -28.9882 43.0492 -16.9251
H -29.7305 42.4432 -18.3839
H -32.0392 42.1182 -17.1404
H -31.5658 43.7698 -17.2864
H -29.9062 44.2191 -14.7646
H -31.1807 44.1334 -13.5479
H -31.4362 45.0367 -15.0703
H -33.1096 42.4707 -13.8986
H -33.2752 41.6353 -15.3417
H -33.6894 43.3067 -15.3193
H -31.5697 40.9803 -13.1470
C -35.3003 19.0180 -9.7659
C -34.8303 20.4193 -10.3628
C -33.3445 20.6916 -9.9961
C -34.9308 20.1795 -11.8908
C -36.3136 20.1741 -12.4704
C -36.8481 21.6066 -12.1356
C -36.8823 21.9389 -10.5733
C -37.0536 23.4547 -10.4319
C -38.0473 21.2688 -9.9121
N -35.5481 21.6852 -9.9199
O -35.7399 21.7651 -8.5724
H -35.0890 19.0741 -8.6981
H -36.3309 18.7468 -9.9951
H -34.6700 18.1614 -10.0046
H -32.5925 19.9431 -10.2460
H -32.8643 21.6549 -10.1677
H -33.3401 20.6456 -8.9071
H -34.4603 21.0843 -12.2754
H -34.3420 19.3240 -12.2219
H -36.2672 19.9745 -13.5409
H -37.0344 19.4250 -12.1430
H -37.8921 21.6773 -12.4408
H -36.3881 22.4312 -12.6802
H -36.2088 23.8830 -10.9713
H -36.9526 23.7877 -9.3989
H -37.9266 23.9469 -10.8605
H -37.7901 20.2221 -9.7500
H -38.8310 21.1134 -10.6536
H -38.4914 21.7812 -9.0586
H -35.6526 22.6993 -8.3694
```

Calculated values
HOMO-LUMO gap in eV: 8.785
E_HOMO in eV: -8.21
SMILES string: CC1(C)CCCC(C)(C)N1O.CC1(C)CCCC(C)(C)N1O.CC1(C)CCCC(C)(C)N1O.CC1(C)CCCC(C)(C)N1O.CC1(C)CCCC(C)(C)N1O.CC1(C)CCCC(C)(C)N1O



*B*
Here is a 6-piece molecular cluster, C54H114N6O6 overall from OMol25. Energies are from ωB97M-V/def2-TZVPD.

The geometry in XYZ format:
```
180
Properties=species:S:1:pos:R:3
C 5.1100 -1.3942 1.6747
C 6.1616 -0.2276 1.5577
C 6.1748 0.3582 0.0843
C 5.8408 0.9460 2.4700
C 5.9767 0.7053 3.9872
C 7.4777 0.3083 4.1245
C 7.8535 -0.9443 3.2724
C 9.4534 -0.9915 3.4175
C 7.2125 -2.2473 3.8613
N 7.5461 -0.6705 1.8451
O 8.0880 -1.6457 0.9929
H 5.4662 -2.3519 1.2949
H 4.7019 -1.5265 2.6767
H 4.2501 -1.1071 1.0694
H 5.2297 0.8719 -0.0919
H 7.0192 1.0453 0.0293
H 6.1425 -0.3674 -0.7285
H 6.3301 1.8983 2.2657
H 4.7957 1.2286 2.3434
H 5.8009 1.6297 4.5375
H 5.3161 0.0109 4.5063
H 7.5600 -0.0582 5.1478
H 7.9236 1.2923 3.9802
H 9.8901 -0.0677 3.0379
H 9.9516 -1.7070 2.7632
H 9.7120 -1.2727 4.4383
H 7.7928 -2.4944 4.7503
H 7.2395 -3.0624 3.1380
H 6.1523 -2.1882 4.1074
H 8.9111 -1.2530 0.6930
C -3.2994 -1.5408 9.0256
C -3.1806 -0.8090 7.6214
C -3.7647 0.6172 7.7149
C -1.6662 -0.7572 7.3213
C -1.1782 -0.4291 5.8710
C -1.9872 -1.2271 4.8463
C -3.5542 -1.0852 5.0694
C -4.0173 0.3360 4.6227
C -4.1793 -2.1051 4.0118
N -3.8146 -1.5169 6.4872
O -5.0858 -1.7143 6.7031
H -4.3057 -1.5249 9.4442
H -3.1828 -2.6232 8.9710
H -2.5894 -1.1158 9.7350
H -3.2484 1.4117 7.1760
H -4.8469 0.6812 7.6012
H -3.7017 0.8223 8.7835
H -1.5200 0.1512 7.9058
H -1.0992 -1.5722 7.7714
H -1.3450 0.6387 5.7291
H -0.1066 -0.4675 5.6752
H -1.6340 -2.2570 4.7952
H -1.7812 -0.7060 3.9113
H -5.0202 0.6160 4.9448
H -4.0888 0.5649 3.5594
H -3.4603 1.1797 5.0301
H -3.6696 -3.0593 4.1451
H -4.0833 -1.7516 2.9852
H -5.1480 -2.4033 4.4128
H -5.1612 -2.6702 6.6561
C -2.0816 1.3845 0.2994
C -0.6641 1.5934 0.9396
C -0.8260 2.2348 2.3368
C -0.1975 0.1550 1.2261
C 1.2486 0.0753 1.5743
C 2.1682 0.8588 0.4620
C 1.7369 2.3121 0.1817
C 2.1951 3.1954 1.3739
C 2.4103 2.7099 -1.1204
N 0.1943 2.3374 0.0048
O -0.2407 3.6176 -0.3129
H -2.7337 0.7873 0.9367
H -2.6367 2.3217 0.3420
H -2.2661 1.0173 -0.7102
H 0.0255 2.1603 3.0133
H -1.0499 3.2721 2.0876
H -1.5767 1.8105 3.0035
H -0.7764 -0.2767 2.0426
H -0.4121 -0.5394 0.4137
H 1.4028 0.6192 2.5063
H 1.6544 -0.9358 1.6063
H 2.1261 0.2689 -0.4536
H 3.1746 0.8624 0.8807
H 2.1975 2.6703 2.3291
H 1.5267 4.0515 1.4658
H 3.2354 3.5206 1.3692
H 1.9644 3.6270 -1.5055
H 2.2546 1.9543 -1.8904
H 3.4825 2.8432 -0.9766
H -0.6304 3.5316 -1.1860
C 0.1742 5.1156 -5.8314
C -1.3264 4.6311 -5.5640
C -2.2308 5.8985 -5.3813
C -1.8583 3.8877 -6.8100
C -1.2445 2.4846 -7.0713
C -1.3871 1.6304 -5.7615
C -0.9717 2.3117 -4.4018
C -1.7131 1.4533 -3.3366
C 0.5855 2.1934 -4.2725
N -1.3575 3.7286 -4.3596
O -1.1400 4.4443 -3.1911
H 0.0925 5.9383 -6.5417
H 0.7099 5.5541 -4.9895
H 0.8167 4.3567 -6.2779
H -3.1462 5.6558 -4.8416
H -1.8210 6.6339 -4.6890
H -2.2896 6.3632 -6.3656
H -2.9160 3.6665 -6.6669
H -1.7787 4.4813 -7.7208
H -1.6654 1.9756 -7.9384
H -0.2341 2.5994 -7.4637
H -0.6831 0.8030 -5.8510
H -2.4477 1.3790 -5.7505
H -2.8007 1.3889 -3.3709
H -1.4637 1.9675 -2.4084
H -1.2591 0.4633 -3.2935
H 1.1188 2.9363 -3.6795
H 1.0481 2.1764 -5.2594
H 0.7290 1.2509 -3.7440
H -0.1843 4.5189 -3.2429
C -8.6623 -0.4218 -2.8082
C -7.3575 -0.3451 -2.0006
C -6.0317 -0.0543 -2.9012
C -7.3889 0.8968 -1.1154
C -6.4184 0.8128 -0.0164
C -6.4964 -0.5214 0.7856
C -6.3087 -1.7340 -0.0857
C -4.8367 -1.7987 -0.5250
C -6.6619 -3.0238 0.8361
N -7.2354 -1.6552 -1.2838
O -7.2423 -2.7944 -2.0927
H -9.5841 -0.7458 -2.3250
H -9.0612 0.5017 -3.2281
H -8.5579 -1.0566 -3.6881
H -5.9499 -0.8891 -3.5972
H -6.1484 0.8340 -3.5221
H -5.1244 -0.0266 -2.2979
H -7.1979 1.7908 -1.7090
H -8.3767 1.0885 -0.6963
H -5.4014 0.9884 -0.3671
H -6.7045 1.6913 0.5620
H -7.4611 -0.4873 1.2917
H -5.7298 -0.5390 1.5602
H -4.2492 -2.4645 0.1071
H -4.3318 -0.8333 -0.4913
H -4.6945 -2.1577 -1.5443
H -7.7297 -3.0116 1.0542
H -6.0224 -3.1208 1.7135
H -6.4175 -3.9216 0.2684
H -8.0387 -3.2610 -1.8288
C 5.1642 -3.9669 -4.7877
C 3.8346 -4.1131 -3.9187
C 3.2458 -5.3472 -4.4954
C 4.1410 -4.4910 -2.4400
C 4.5089 -3.2738 -1.6244
C 3.2722 -2.3037 -1.7437
C 2.8856 -1.8095 -3.1632
C 1.4627 -1.2974 -2.9982
C 3.6722 -0.6504 -3.7037
N 2.8673 -2.9895 -3.9837
O 2.3114 -2.7448 -5.2329
H 5.9796 -4.6443 -4.5341
H 4.9407 -4.0133 -5.8535
H 5.7553 -3.0805 -4.5572
H 2.9567 -5.1597 -5.5295
H 3.7292 -6.2726 -4.1821
H 2.2368 -5.6241 -4.1899
H 3.3288 -4.9942 -1.9153
H 4.9747 -5.1840 -2.3268
H 4.6355 -3.6139 -0.5966
H 5.4640 -2.8933 -1.9864
H 3.5050 -1.4571 -1.0978
H 2.4387 -2.8016 -1.2482
H 0.7778 -2.1068 -2.7458
H 1.1138 -0.9862 -3.9829
H 1.4253 -0.3728 -2.4222
H 3.7219 0.2212 -3.0511
H 3.3290 -0.4114 -4.7103
H 4.7414 -0.7668 -3.8808
H 1.3787 -2.9218 -5.0897
```

Calculated values
HOMO-LUMO gap in eV: 8.626
E_HOMO in eV: -8.08
SMILES string: CC1(C)CCCC(C)(C)N1O.CC1(C)CCCC(C)(C)N1O.CC1(C)CCCC(C)(C)N1O.CC1(C)CCCC(C)(C)N1O.CC1(C)CCCC(C)(C)N1O.CC1(C)CCCC(C)(C)N1O



Most stable of them? *A*.



*A*
Here is a 2-piece molecular cluster, C3H4S2 overall from OMol25. Energies are from ωB97M-V/def2-TZVPD.

The geometry in XYZ format:
```
9
Properties=species:S:1:pos:R:3
C 2.0784 0.0829 0.8317
C -0.5912 -0.4804 -0.9013
C -0.4758 -0.3224 0.5685
S 2.9297 -0.4554 -0.3328
S -0.8007 -1.9516 0.1619
H 2.1860 0.9571 1.4726
H -1.3426 -0.1133 -1.5565
H 0.2447 -0.5424 -1.5950
H -0.9305 0.3488 1.2097
```

Calculated values
HOMO-LUMO gap (spin up / spin down) in eV: 6.792 / 8.350
Multiplicity: 3
E_HOMO (spin up / spin down) in eV: -6.74 / -9.54



*B*
Here is a 2-piece molecular cluster, C3H4S2 overall from OMol25. Energies are from ωB97M-V/def2-TZVPD.

The geometry in XYZ format:
```
9
Properties=species:S:1:pos:R:3
C -0.2708 -0.3415 2.4367
C -0.7975 -0.2086 1.3835
C 0.7064 0.9265 -1.7762
S 1.4177 -0.5836 -1.1639
S -0.8241 0.8712 -2.3614
H 0.2492 -0.6189 3.2901
H 2.2960 0.1283 -0.5062
H -1.2810 0.0948 0.5181
H -1.4959 -0.2683 -1.8207
```

Calculated values
HOMO-LUMO gap (spin up / spin down) in eV: 7.803 / 7.897
Multiplicity: 3
E_HOMO (spin up / spin down) in eV: -7.13 / -9.80



Most stable of them? *A*.